Record 1
Computed, not measured: an isolated molecule of C2H4NP, with ωB97M-V/def2-TZVPD.

Computed properties:
M = 73.03 g/mol
energy relative to the best compared isomer or geometry (same formula, charge and spin) = 1.468 eV
calculated total energy = -12915.0615 eV
E_HOMO = -0.35127 Ha

```
! wB97M-V def2-TZVPD RIJCOSX def2/J DEFGRID3
* xyz 0 1
C 0.37157 0.77167 -0.00121
C 0.38310 -0.78753 -0.00119
N 1.73970 1.09986 -0.06192
P 2.33663 -0.35991 0.01873
H -0.29883 1.57410 -0.70824
H -0.07178 0.91612 1.02798
H -0.14332 -1.23174 0.78033
H 0.03553 -1.22823 -0.97357
*
```

Charges computed using natural (NBO), reported in e:
1. C -0.27
2. C -0.71
3. N -0.78
4. P 0.92
5. H 0.20
6. H 0.20
7. H 0.22
8. H 0.23



Record 2
Computed, not measured: a structure of composition C28H40N12PSSiSn, with ωB97M-V/def2-TZVPD.

Computed properties:
M = 754.55 g/mol
energy relative to the best compared isomer or geometry (same formula, charge and spin) = 0.000 eV
calculated total energy = -81376.7175 eV
E_HOMO = -0.54159 Ha

```
! wB97M-V def2-TZVPD RIJCOSX def2/J DEFGRID3
* xyz 3 1
Sn 0.25386 -0.21600 -0.51768
C 4.71556 -3.54305 -1.55178
N 3.82984 -2.65802 -0.78325
C 4.04595 -2.26214 0.50910
C 2.99902 -1.46581 0.86260
N 2.14999 -1.37447 -0.20792
C 2.67227 -2.11236 -1.19851
P 2.06698 -2.22267 -2.92562
C 0.31965 -2.56814 -2.55844
N -0.41287 -1.94217 -1.63431
C -1.66933 -2.48943 -1.65637
C -1.68653 -3.46098 -2.60970
N -0.43368 -3.50051 -3.16577
C -0.01398 -4.42046 -4.23187
C 1.87767 -0.41673 -3.14219
N 1.33865 0.42066 -2.25313
C 1.33669 1.67507 -2.80510
C 1.90278 1.58894 -4.04024
N 2.23235 0.27436 -4.23795
C 2.88160 -0.25613 -5.44465
H 5.59393 -3.75172 -0.94931
H 4.20779 -4.47777 -1.77615
H 5.02662 -3.05770 -2.47350
H 4.90023 -2.59328 1.07471
H 2.84004 -0.94450 1.79730
H -2.46407 -2.15708 -1.00913
H -2.47479 -4.12151 -2.92820
H -0.87766 -5.00234 -4.53721
H 0.35472 -3.85982 -5.08718
H 0.75745 -5.09302 -3.86495
H 0.93118 2.52388 -2.28323
H 2.10040 2.34421 -4.78149
H 2.94843 0.54456 -6.17417
H 3.88287 -0.60749 -5.20744
H 2.29048 -1.06659 -5.86328
C 0.90367 1.84850 5.18983
C 1.53811 3.17504 4.78016
C 0.48354 4.19465 4.35643
C 2.61282 2.98619 3.70816
N 2.05909 2.48330 2.43203
C 1.57258 3.16606 1.38266
N 1.14707 2.31207 0.47835
N 1.40396 1.10446 1.03080
N 1.93433 1.18687 2.19484
H 0.20885 2.00641 6.01319
H 1.65470 1.12680 5.51582
H 0.33530 1.40965 4.36462
H 2.08029 3.57993 5.63798
H -0.12903 3.82289 3.52951
H 0.93364 5.14544 4.06346
H -0.19520 4.39834 5.18338
H 3.35657 2.25410 4.01556
H 3.11150 3.92623 3.47864
H 1.55043 4.24100 1.31440
N -2.60519 -3.22046 5.49829
C -3.00954 -3.21189 4.22350
S -4.21380 -4.10479 3.57719
C -2.20912 -2.38516 3.27333
C -2.84569 -1.56607 2.34147
C -2.10053 -0.93248 1.37605
N -0.75809 -1.08274 1.28906
C -0.14132 -1.83949 2.20966
C -0.82270 -2.48525 3.21822
H -3.11448 -3.78344 6.16382
H -1.96161 -2.53542 5.85992
H -3.92089 -1.45670 2.35793
H -2.56508 -0.29653 0.63938
H 0.93723 -1.95587 2.10759
H -0.27882 -3.10508 3.91836
C -3.11782 3.63311 -3.39760
Si -3.72510 2.72210 -1.90114
C -4.12165 3.83294 -0.46831
C -5.06862 1.49889 -2.27511
C -2.25389 1.67649 -1.31440
C -1.30865 1.00271 -0.95278
H -3.91736 4.27729 -3.77272
H -2.83844 2.95224 -4.20294
H -2.26227 4.27077 -3.17158
H -4.97233 4.46400 -0.74029
H -3.29085 4.49247 -0.21532
H -4.40178 3.27248 0.42462
H -5.95548 2.04325 -2.61085
H -5.35623 0.91658 -1.39852
H -4.78620 0.80833 -3.07068
*
```

Atom charges from the Mulliken analysis, given in e for atoms 1 to 8:
1. Sn 2.88
2. C -0.77
3. N 0.09
4. C -0.74
5. C -0.63
6. N 0.45
7. C -0.21
8. P -0.27



Record 3
Computed, not measured: a cluster of 2 separate species, C8H10FN3O in total, with ωB97M-V/def2-TZVPD.

Computed properties:
M = 183.19 g/mol
energy relative to the best compared isomer or geometry (same formula, charge and spin) = 2.923 eV
calculated total energy = -17687.4063 eV
E_HOMO = -0.29460 Ha

```
! wB97M-V def2-TZVPD RIJCOSX def2/J DEFGRID3
* xyz 0 1
C 1.09242 -2.26010 -2.24857
C 0.02705 -2.56293 -3.03001
C -0.54836 -1.04571 -1.67352
C -1.40307 -0.11919 -0.99658
C 1.57335 1.53423 0.30450
C 1.24168 0.98488 1.42302
C 1.44225 -0.50869 1.70412
C -2.30934 2.00737 1.66393
N 0.70153 -1.31308 -1.45306
N -1.79807 0.41414 -0.02077
N -2.55722 0.87211 0.78542
O -1.00737 -1.77619 -2.68679
F 1.18661 2.77229 -0.11356
H 2.09160 -2.77301 -2.31835
H -0.29449 -3.16340 -3.85135
H 2.17316 1.03099 -0.48513
H 0.59954 1.50485 2.12851
H 1.02417 -1.15801 0.94080
H 0.84068 -0.77555 2.52616
H 2.50340 -0.52700 1.89029
H -2.10073 3.01804 1.14811
H -3.21691 2.13737 2.15150
H -1.26188 1.70661 2.21132
*
```

Atom charges from the natural (NBO) analysis, given in e for atoms 1 to 8:
1. C -0.10
2. C 0.05
3. C 0.40
4. C 0.11
5. C 0.23
6. C -0.29
7. C -0.65
8. C -0.43



Record 4
Computed, not measured: a structure of composition C4H12N4, with ωB97M-V/def2-TZVPD.

Computed properties:
M = 116.17 g/mol
energy relative to the best compared isomer or geometry (same formula, charge and spin) = 2.867 eV
calculated total energy = -10283.0309 eV
E_HOMO = -0.65507 Ha

```
! wB97M-V def2-TZVPD RIJCOSX def2/J DEFGRID3
* xyz 2 1
C 0.27977 -0.47331 -1.15121
C 0.82425 -0.66575 0.11438
C -0.75211 0.35348 -1.53004
C -0.92620 -0.07057 1.79186
N 1.71280 -1.62746 0.28876
N -1.35776 0.30157 -2.71983
N 0.46429 1.58777 0.92582
N 0.51092 0.27319 1.24414
H 0.48175 -1.31588 -1.81463
H -1.11509 1.09228 -0.82371
H -1.01662 0.36166 2.75261
H -1.64754 0.32778 1.11785
H -1.14134 -1.13411 1.78846
H 1.70843 -2.31431 -0.42171
H 2.42797 -1.63553 0.96133
H -2.08547 1.03595 -2.84491
H -0.87558 -0.21675 -3.47253
H 1.16823 2.02221 0.31788
H -0.17117 2.15024 1.44754
H 1.51045 -0.05248 2.02794
*
```

Atom charges from the natural (NBO) analysis, given in e for atoms 1 to 8:
1. C -0.44
2. C 0.50
3. C 0.22
4. C -0.38
5. N -0.69
6. N -0.64
7. N -0.66
8. N -0.23



Record 5
Computed, not measured: a structure of composition C9H18N2O15Tl, with ωB97M-V/def2-TZVPD.

Computed properties:
M = 598.63 g/mol
calculated total energy = -47978.8309 eV
E_HOMO (alpha / beta) = -0.57306 / -0.57293 Ha

```
! wB97M-V def2-TZVPD RIJCOSX def2/J DEFGRID3
* xyz 2 2
Tl 0.66753 3.05991 0.28186
N -0.96586 -0.42204 -1.07539
O -1.98759 -0.04459 -1.62282
O -0.63757 -1.59789 -0.82923
O -0.13687 0.43717 -0.85062
N -2.82600 1.32520 1.53678
O -1.83894 1.97705 1.62120
O -3.46802 1.27907 0.53711
O -3.22951 0.68640 2.56545
C -3.74384 -2.39770 0.35519
O -5.00466 -2.66028 -0.23439
C -5.66703 -1.56984 -0.69774
O -5.13111 -0.44585 -1.00802
O -6.82970 -1.86613 -0.97494
C -7.73744 -0.84553 -1.43491
H -3.22787 -1.56061 -0.11510
H -3.04104 -3.18835 0.09247
H -3.71440 -2.31146 1.44138
H -7.39806 -0.26797 -2.29476
H -8.07264 -0.24190 -0.59147
H -8.58398 -1.48719 -1.67930
C 1.29554 -1.87509 2.10689
O 2.56279 -1.34998 2.34518
C 2.83640 -0.17484 1.99019
O 1.99199 0.57350 1.43236
O 4.08504 0.10985 2.33668
C 4.47436 1.47620 2.38941
H 0.99637 -1.98525 1.06455
H 0.69531 -1.24394 2.76223
H 1.20126 -2.85195 2.58120
H 4.60127 1.71302 1.33305
H 5.45930 1.61687 2.83462
H 3.65108 2.15925 2.59856
C 2.62582 -0.74080 -1.85543
O 3.83027 -0.01388 -1.96277
C 3.91899 1.35620 -1.77156
O 3.08042 2.04891 -1.16994
O 5.16880 1.63360 -2.01843
C 5.66474 2.91010 -1.66686
H 2.76523 -1.75211 -2.23740
H 1.85800 -0.36085 -2.52936
H 2.29444 -0.76658 -0.81734
H 6.67329 3.01676 -2.06631
H 5.76277 2.93255 -0.58151
H 5.08111 3.71100 -2.12075
*
```

Atom charges from the natural (NBO) analysis, given in e for atoms 1 to 8:
1. Tl 0.97
2. N 0.69
3. O -0.25
4. O -0.26
5. O -0.18
6. N 0.70
7. O -0.31
8. O -0.28



Record 6
Computed, not measured: a structure of composition C9H12BeN2O4S, with ωB97M-V/def2-TZVPD.

Computed properties:
M = 253.28 g/mol
energy relative to the best compared isomer or geometry (same formula, charge and spin) = 0.070 eV
calculated total energy = -31914.3664 eV
E_HOMO = -0.61008 Ha

```
! wB97M-V def2-TZVPD RIJCOSX def2/J DEFGRID3
* xyz 2 1
Be 0.27334 0.49751 -0.37042
O 0.76756 -1.44770 1.87139
C 0.47146 -0.69988 1.02256
C -0.93562 1.57883 0.34000
O -1.61263 2.42087 0.78189
C -0.55812 -0.54786 -1.54766
O -1.10215 -1.29297 -2.24665
C -1.28690 -0.30508 0.43940
O -2.29614 -0.78039 0.83030
C 5.33359 0.16379 1.80383
C 4.38092 -0.51661 0.84454
N 3.41011 0.46340 0.31505
C 3.17736 0.69090 -0.97543
S 1.82505 1.63374 -1.44929
N 4.02664 0.15108 -1.91443
C 5.42566 0.66855 -2.02958
C 6.24005 -0.28053 -2.89174
H 5.74584 1.08030 1.36702
H 6.15959 -0.51060 2.04337
H 4.82472 0.42527 2.73838
H 4.89217 -0.97020 -0.00947
H 3.81222 -1.30803 1.35250
H 2.80204 0.93606 0.98495
H 3.59148 0.13792 -2.83984
H 5.39241 1.66652 -2.50250
H 5.84706 0.76799 -1.02049
H 5.88242 -0.27588 -3.92702
H 7.28137 0.05406 -2.88954
H 6.20396 -1.30581 -2.50738
*
```

Atom charges from the natural (NBO) analysis, given in e for atoms 1 to 8:
1. Be 1.34
2. O -0.25
3. C 0.33
4. C 0.33
5. O -0.22
6. C 0.36
7. O -0.25
8. C 0.24



Copy entry 4 word for word.
Computed, not measured: a structure of composition C4H12N4, with ωB97M-V/def2-TZVPD.

Computed properties:
M = 116.17 g/mol
energy relative to the best compared isomer or geometry (same formula, charge and spin) = 2.867 eV
calculated total energy = -10283.0309 eV
E_HOMO = -0.65507 Ha

```
! wB97M-V def2-TZVPD RIJCOSX def2/J DEFGRID3
* xyz 2 1
C 0.27977 -0.47331 -1.15121
C 0.82425 -0.66575 0.11438
C -0.75211 0.35348 -1.53004
C -0.92620 -0.07057 1.79186
N 1.71280 -1.62746 0.28876
N -1.35776 0.30157 -2.71983
N 0.46429 1.58777 0.92582
N 0.51092 0.27319 1.24414
H 0.48175 -1.31588 -1.81463
H -1.11509 1.09228 -0.82371
H -1.01662 0.36166 2.75261
H -1.64754 0.32778 1.11785
H -1.14134 -1.13411 1.78846
H 1.70843 -2.31431 -0.42171
H 2.42797 -1.63553 0.96133
H -2.08547 1.03595 -2.84491
H -0.87558 -0.21675 -3.47253
H 1.16823 2.02221 0.31788
H -0.17117 2.15024 1.44754
H 1.51045 -0.05248 2.02794
*
```

Atom charges from the natural (NBO) analysis, given in e for atoms 1 to 8:
1. C -0.44
2. C 0.50
3. C 0.22
4. C -0.38
5. N -0.69
6. N -0.64
7. N -0.66
8. N -0.23